{
  "formula": "C43H47F3N7STb",
  "method": "wB97M-V/def2-TZVPD",
  "elements": ["Tb", "C", "C", "C", "C", "C", "C", "C", "N", "N", "C", "C", "C", "C", "C", "C", "N", "C", "C", "C", "C", "C", "C", "N", "H", "H", "H", "H", "H", "H", "H", "H", "H", "H", "H", "H", "H", "H", "H", "H", "H", "H", "H", "H", "F", "C", "F", "F", "C", "C", "C", "C", "N", "C", "S", "H", "H", "H", "C", "C", "C", "C", "C", "C", "C", "N", "C", "C", "C", "C", "C", "C", "C", "N", "C", "C", "C", "C", "H", "H", "H", "H", "H", "H", "H", "H", "H", "H", "H", "H", "H", "H", "H", "H", "H", "H", "H", "H", "H", "H", "H", "H"],
  "positions_angstrom": [[-0.52821, -1.12267, 0.43883], [-2.38137, -1.71213, 3.55964], [-3.09139, -0.39017, 3.28069], [-3.81219, -0.46062, 1.91414], [-5.19446, -0.40520, 1.86891], [-5.85058, -0.59136, 0.67751], [-5.15474, -0.86891, -0.45745], [-3.76793, -0.83495, -0.35472], [-3.10434, -0.65852, 0.80629], [-1.09031, -2.02435, 2.88100], [0.07298, -1.43510, 3.57541], [-0.05313, 0.07553, 3.59844], [-0.25317, 0.77903, 4.78338], [-0.47000, 2.15363, 4.72233], [-0.72765, 2.73793, 3.48945], [-0.53935, 1.89804, 2.35051], [-0.23555, 0.60122, 2.39220], [-0.98111, -3.52307, 2.86135], [-1.97275, -4.06531, 1.87437], [-2.73099, -5.15943, 2.15639], [-3.55309, -5.69840, 1.15870], [-3.57707, -5.08962, -0.08245], [-2.76068, -3.98244, -0.29356], [-2.01700, -3.45275, 0.69359], [-3.05254, -2.54821, 3.30861], [-2.24117, -1.83000, 4.63010], [-2.46973, 0.53437, 3.22955], [-3.81777, -0.15670, 4.09510], [-5.79548, -0.29367, 2.78458], [-6.97756, -0.53210, 0.67535], [-5.63918, -1.05057, -1.41413], [-3.12562, -0.98726, -1.17550], [1.01996, -1.79030, 3.13586], [0.12205, -1.74438, 4.58808], [-0.23895, 0.29508, 5.74305], [-0.49533, 2.83816, 5.58430], [-0.99993, 3.79353, 3.33085], [-0.69714, 2.32748, 1.33928], [-1.20805, -3.88568, 3.88930], [0.01971, -3.86236, 2.61127], [-2.68144, -5.59244, 3.15043], [-4.22486, -6.52870, 1.34547], [-4.14462, -5.51103, -0.87784], [-2.82937, -3.42770, -1.23482], [2.49406, -5.12057, -2.17927], [1.22625, -5.49845, -2.35998], [0.90465, -6.27330, -1.30803], [1.15884, -6.34324, -3.40545], [0.29419, -4.29760, -2.54445], [-0.35717, -4.11181, -3.74751], [-1.15021, -2.96075, -3.96011], [-1.24246, -2.02712, -2.92880], [-0.60416, -2.18931, -1.75462], [0.16354, -3.31993, -1.57245], [0.99472, -3.41651, -0.04763], [-0.19777, -4.77368, -4.54242], [-1.63247, -2.76988, -4.91754], [-1.87127, -1.15307, -3.00877], [5.59691, 3.27467, -0.30399], [5.60374, 1.81819, 0.13675], [6.15630, 1.82141, 1.59474], [6.64042, 1.06060, -0.76670], [4.27174, 1.15264, 0.07231], [4.17791, -0.18696, 0.46882], [2.95704, -0.78955, 0.44924], [1.83398, -0.21860, 0.03903], [1.90949, 1.07043, -0.36786], [3.08851, 1.80385, -0.28038], [0.72507, 1.66215, -0.99358], [0.86831, 2.82886, -1.73891], [-0.25068, 3.43659, -2.32508], [-1.47846, 2.78640, -2.14769], [-1.51625, 1.62070, -1.37011], [-0.43652, 1.02155, -0.87721], [-0.11932, 4.63795, -3.24819], [-1.00132, 5.78980, -2.76372], [-0.66053, 4.24152, -4.63857], [1.34305, 5.09836, -3.33557], [6.56105, 3.73356, -0.11451], [4.86725, 3.84565, 0.26969], [5.29146, 3.39123, -1.36435], [7.09011, 2.29953, 1.60144], [6.31276, 0.78805, 1.96877], [5.52358, 2.38785, 2.24164], [7.58179, 1.60288, -0.66607], [6.30700, 1.11006, -1.83245], [6.70180, 0.01020, -0.49474], [5.05232, -0.73658, 0.76127], [2.87564, -1.81606, 0.78494], [3.19125, 2.88784, -0.46245], [1.82989, 3.27941, -1.86041], [-2.39785, 3.22703, -2.47404], [-2.41715, 1.06131, -1.34246], [-2.06694, 5.49123, -2.73577], [-0.97442, 6.60423, -3.47880], [-0.73734, 6.25587, -1.83727], [-1.72240, 4.02233, -4.65373], [-0.15108, 3.27832, -4.94657], [-0.46220, 5.04370, -5.33380], [1.72158, 5.28967, -2.32584], [1.33091, 6.05678, -3.82799], [2.05197, 4.39274, -3.83665]],
  "lowdin_charge": [1.575, -0.141, -0.078, -0.253, -0.003, -0.046, -0.027, -0.151, 0.020, -0.222, -0.132, -0.279, 0.011, -0.025, -0.013, -0.109, -0.001, -0.129, -0.319, 0.006, -0.010, -0.023, -0.104, 0.026, 0.132, 0.133, 0.098, 0.141, 0.136, 0.150, 0.127, 0.057, 0.135, 0.118, 0.126, 0.134, 0.127, 0.114, 0.147, 0.103, 0.130, 0.124, 0.109, 0.103, 0.147, -0.598, 0.127, 0.145, -0.113, 0.043, -0.014, -0.140, -0.126, -0.666, 0.669, 0.116, 0.117, 0.102, -0.064, -0.545, -0.021, -0.016, -0.131, 0.026, -0.148, -0.006, -0.201, 0.071, -0.218, 0.076, -0.117, 0.039, -0.106, -0.019, -0.551, -0.039, -0.032, -0.047, 0.095, 0.082, 0.102, 0.069, 0.099, 0.083, 0.093, 0.105, 0.076, 0.122, 0.058, 0.117, 0.091, 0.118, 0.078, 0.093, 0.093, 0.084, 0.079, 0.115, 0.091, 0.087, 0.088, 0.112],
  "orbital_gap_ev": [7.3, 7.4],
  "charge": 2,
  "s_squared": 12.68,
  "relative_energy_ev": 0.213,
  "spin_multiplicity": 7,
  "e_tot_ha": -3572.04352
}


{
  "formula": "C43H48BN9O6S4Sc",
  "method": "wB97M-V/def2-TZVPD",
  "elements": ["Sc", "O", "C", "O", "C", "C", "C", "C", "C", "N", "C", "O", "O", "H", "H", "H", "C", "C", "C", "C", "N", "C", "C", "N", "B", "N", "C", "C", "N", "C", "S", "C", "C", "C", "C", "N", "C", "C", "N", "C", "S", "C", "C", "C", "C", "C", "S", "H", "H", "H", "H", "H", "H", "H", "H", "H", "H", "H", "H", "H", "H", "H", "H", "H", "H", "H", "H", "H", "H", "H", "H", "H", "H", "H", "H", "H", "H", "H", "H", "H", "H", "O", "S", "O", "N", "C", "C", "C", "C", "C", "C", "C", "C", "N", "C", "C", "C", "C", "C", "C", "C", "H", "H", "H", "H", "H", "H", "H", "H", "H", "H", "H"],
  "positions_angstrom": [[12.49999, 11.41086, 16.06708], [9.23246, 10.03770, 18.51730], [10.25732, 10.51662, 18.00530], [10.84882, 10.24472, 16.91040], [10.91284, 11.62484, 18.83470], [10.52511, 11.93690, 20.08168], [11.28612, 12.87795, 20.90074], [11.96734, 13.90952, 20.36469], [12.45280, 13.29731, 18.35353], [12.02470, 12.11923, 18.17165], [13.83316, 13.62196, 17.65381], [14.50431, 14.53103, 18.08630], [14.02651, 12.76423, 16.75569], [9.71672, 11.41710, 20.58755], [11.43667, 12.65820, 21.97775], [12.62996, 14.56310, 20.95148], [6.13887, 15.34983, 15.41288], [7.19286, 14.30708, 15.62512], [7.41287, 14.06412, 17.10995], [6.74765, 12.99547, 14.93947], [8.49102, 14.79284, 15.04202], [8.56342, 15.94331, 14.25546], [9.88270, 16.08560, 13.97392], [10.55924, 15.00189, 14.44072], [12.04880, 14.68478, 14.31026], [12.30912, 14.19294, 12.90408], [11.95859, 14.76344, 11.70036], [12.47197, 13.99499, 10.72114], [13.07784, 12.89630, 11.33680], [13.00686, 13.04686, 12.67977], [13.83531, 12.01142, 13.77535], [13.67371, 11.77023, 10.62354], [15.21602, 11.75421, 10.82394], [13.08165, 10.39770, 11.10739], [13.34184, 11.88595, 9.13612], [12.97039, 15.93856, 14.54881], [14.25121, 15.92989, 14.05353], [14.94044, 16.93921, 14.62437], [14.09438, 17.57923, 15.51944], [12.86668, 16.91861, 15.48796], [11.51696, 17.36132, 16.40916], [14.56675, 18.55842, 16.51178], [13.55195, 19.74087, 16.52955], [15.88931, 19.18207, 15.96107], [14.81668, 17.79774, 17.81815], [9.68970, 14.20472, 15.12712], [9.96547, 12.60432, 15.65392], [5.24278, 14.99862, 15.93558], [5.96716, 15.48785, 14.34840], [6.37031, 16.32778, 15.86838], [6.51111, 13.70196, 17.58597], [7.78259, 14.95982, 17.63830], [8.19005, 13.30912, 17.17863], [5.79454, 12.70647, 15.39633], [7.47195, 12.21222, 15.09618], [6.62375, 13.16251, 13.84421], [7.72729, 16.55444, 14.06251], [10.33025, 16.86860, 13.43741], [12.34014, 13.85052, 15.17198], [11.49264, 15.69692, 11.57406], [12.46256, 14.16162, 9.67226], [15.44355, 11.52403, 11.85438], [15.66972, 12.66357, 10.44152], [15.56531, 10.88168, 10.24869], [13.35760, 10.13005, 12.15099], [13.37592, 9.53247, 10.50002], [12.02908, 10.45459, 11.06573], [13.66652, 12.82634, 8.69510], [12.25151, 11.76896, 8.96417], [13.92342, 11.09966, 8.60414], [14.53158, 15.19258, 13.33678], [16.00003, 17.13648, 14.51750], [13.47557, 20.24008, 15.58382], [13.95953, 20.52972, 17.18117], [12.59596, 19.49483, 16.95811], [15.77748, 19.56892, 14.93836], [16.75385, 18.50478, 15.97840], [16.15931, 20.04590, 16.55818], [13.91829, 17.55290, 18.35772], [15.53416, 18.27169, 18.45603], [15.27783, 16.84202, 17.56838], [16.19324, 9.29037, 16.64646], [14.94984, 9.79058, 17.29932], [11.82720, 14.29360, 19.01753], [13.65372, 9.76128, 16.26132], [13.25605, 8.57370, 15.68866], [13.96677, 7.39090, 15.71247], [13.46094, 6.20254, 15.17167], [12.18934, 6.11675, 14.62540], [11.49370, 7.33727, 14.43467], [10.22601, 7.40999, 13.81951], [9.67629, 8.63802, 13.56698], [10.39273, 9.81377, 13.90107], [11.55488, 9.80076, 14.57129], [12.04310, 8.57205, 14.90576], [14.45772, 8.33780, 18.39641], [13.11287, 8.09664, 18.78552], [12.81109, 6.88979, 19.37986], [13.83932, 5.94502, 19.63895], [15.13622, 6.24404, 19.29059], [15.48491, 7.44779, 18.68868], [14.95303, 7.31327, 16.07471], [14.07347, 5.33355, 15.30186], [11.77651, 5.17133, 14.34406], [9.77258, 6.47386, 13.49114], [8.70863, 8.77014, 13.04104], [10.02049, 10.78005, 13.55254], [12.29942, 8.79155, 18.57156], [11.79176, 6.62276, 19.69261], [13.71196, 5.00401, 20.10575], [15.91055, 5.52841, 19.53966], [16.49349, 7.68593, 18.43994]],
  "lowdin_charge": [0.753, 0.019, -0.628, -0.171, -0.172, 0.008, -0.050, -0.081, -0.228, 0.104, -0.566, 0.087, -0.150, 0.117, 0.115, 0.131, -0.072, -0.557, -0.043, -0.039, 0.003, -0.029, -0.112, 0.043, -0.635, 0.058, -0.026, -0.031, -0.009, -0.595, 0.770, -0.540, -0.042, -0.052, -0.066, 0.060, -0.051, -0.056, -0.029, -0.680, 0.638, -0.512, -0.082, -0.064, -0.021, -0.595, 0.823, 0.093, 0.079, 0.099, 0.085, 0.105, 0.023, 0.086, 0.029, 0.097, 0.093, 0.105, 0.070, 0.109, 0.100, 0.025, 0.084, 0.086, 0.039, 0.088, 0.062, 0.069, 0.099, 0.096, 0.111, 0.110, 0.073, 0.078, -0.009, 0.086, 0.078, 0.073, 0.068, 0.071, 0.075, -0.502, 0.944, 0.039, -0.324, -0.270, -0.032, -0.062, -0.043, -0.153, -0.019, -0.049, -0.131, 0.024, -0.147, -0.306, -0.058, -0.067, -0.090, -0.104, -0.098, 0.084, 0.096, 0.093, 0.115, 0.111, 0.084, 0.105, 0.109, 0.081, 0.097, 0.094],
  "orbital_gap_ev": 6.7,
  "charge": -1,
  "relative_energy_ev": 3.307,
  "e_tot_ha": -4990.33248
}